16
Properties=species:S:1:pos:R:3:forces:R:3:nbo_charge:R:1 method="wB97M-V/def2-TZVPD" relative_energy_kj_mol=116.7 smiles="C=CO.CSC" total_charge=0 homo_ev=-8.533
C 1.7365 0.3159 2.3186 -0.1 -0.1 -1.0 0.158
H 1.0421 1.8990 1.5846 0.0 0.3 0.0 0.473
H -0.3010 0.4961 2.9075 0.1 0.0 -0.1 0.197
H 0.5105 0.9953 -1.1826 0.2 0.0 0.4 0.220
H -1.0516 1.7705 -0.7788 0.0 0.1 0.0 0.221
C -1.2044 -1.3756 -2.6482 -0.8 -0.6 0.3 -0.753
C 0.5971 -0.1073 2.8408 0.1 -0.5 0.2 -0.549
H -0.3669 -1.9592 -3.0102 0.6 0.5 -0.1 0.213
H 0.5583 -1.1366 3.1770 -0.1 0.2 0.2 0.215
C -0.5597 0.8563 -1.0978 -0.3 -0.3 -0.6 -0.735
H 2.5999 -0.3271 2.1902 0.0 0.1 0.3 0.182
H -2.0724 -1.7576 -3.1915 0.0 0.2 0.0 0.227
H -1.3672 -1.6346 -1.6032 0.0 -0.1 0.0 0.213
O 1.9144 1.4983 1.6627 0.0 0.0 0.3 -0.675
S -1.2026 0.4177 -2.7515 0.1 0.2 0.0 0.177
H -0.8330 0.0489 -0.4176 0.2 0.1 0.1 0.217